{
  "formula": "C28H18BrCl8N4NiO2Si",
  "method": "ωB97M-V/def2-TZVPD",
  "species": ["Ni", "C", "O", "C", "C", "C", "C", "C", "C", "N", "N", "C", "C", "C", "C", "O", "C", "N", "C", "C", "C", "C", "H", "H", "H", "H", "H", "H", "H", "H", "H", "H", "H", "H", "C", "C", "C", "C", "C", "Br", "N", "C", "H", "H", "H", "H", "H", "H", "Cl", "C", "C", "C", "Cl", "C", "Cl", "C", "Cl", "C", "Cl", "Cl", "Si", "Cl", "Cl"],
  "positions_angstrom": [[-1.31649, 1.18077, 0.25473], [5.24803, 0.71693, 1.76058], [5.44764, -0.65662, 2.02271], [4.87180, -1.53841, 1.14181], [4.79416, -2.86682, 1.54957], [4.18780, -3.80740, 0.74081], [3.61480, -3.45890, -0.49068], [3.77557, -2.13583, -0.91664], [4.38809, -1.18492, -0.11150], [2.96464, -4.47215, -1.20524], [2.04499, -4.14918, -2.09245], [1.24490, -3.06848, -1.98998], [0.72151, -2.52575, -3.18277], [0.08718, -1.29585, -3.19799], [-0.11161, -0.58977, -2.02666], [-0.64948, 0.71337, -2.00282], [0.18223, -1.16555, -0.78368], [-0.17513, -0.49974, 0.35368], [0.03615, -1.08404, 1.51930], [0.57032, -2.36448, 1.64632], [0.95501, -3.03593, 0.50794], [0.81290, -2.43870, -0.74830], [5.62470, 1.25264, 2.62895], [4.18696, 0.94676, 1.62503], [5.80071, 1.04433, 0.87436], [5.19681, -3.13790, 2.51784], [4.10593, -4.83880, 1.06332], [3.39165, -1.83218, -1.88167], [4.46428, -0.16710, -0.46960], [0.93061, -3.04663, -4.10745], [-0.22391, -0.86641, -4.14430], [-0.25454, -0.50651, 2.38958], [0.69006, -2.80314, 2.62678], [1.37606, -4.02963, 0.56974], [-5.33613, -0.32610, -2.81696], [-4.86486, 0.82423, -1.97366], [-5.63784, 1.95655, -1.74701], [-5.13231, 2.99635, -0.99025], [-3.85249, 2.86732, -0.47373], [-3.14432, 4.29273, 0.54127], [-3.09492, 1.79993, -0.66326], [-3.60396, 0.80304, -1.40219], [-6.40961, -0.26926, -2.99411], [-5.11780, -1.28060, -2.33808], [-4.83240, -0.32345, -3.78558], [-6.63468, 2.02793, -2.16621], [-5.70255, 3.89254, -0.79733], [-2.95540, -0.05463, -1.53998], [-3.63000, 0.94995, 2.68848], [-2.17438, 1.85174, 3.07682], [-1.20191, 1.96766, 2.09184], [-0.07461, 2.68112, 2.48394], [1.21810, 2.86566, 1.31319], [0.08909, 3.26169, 3.73774], [1.52013, 4.14223, 4.14622], [-0.92830, 3.12588, 4.68080], [-0.76375, 3.83358, 6.24871], [-2.07514, 2.40846, 4.34903], [-3.33754, 2.22951, 5.51742], [-0.62502, 3.68261, -2.12602], [-0.38687, 1.90646, -3.05816], [1.46777, 1.80884, -3.87392], [-1.76265, 1.79003, -4.57034]],
  "forces_ev_per_a": [[0.05, 0.00, -0.01], [0.01, 0.00, 0.00], [-0.01, -0.01, 0.00], [0.02, 0.01, -0.01], [0.00, -0.01, 0.00], [0.00, -0.01, 0.01], [-0.01, 0.01, -0.05], [0.00, 0.01, 0.03], [-0.01, 0.00, -0.01], [-0.01, 0.01, 0.01], [0.02, -0.01, 0.01], [0.00, -0.01, 0.00], [0.00, 0.00, -0.01], [0.00, 0.02, 0.01], [0.00, 0.00, -0.01], [-0.03, 0.00, -0.01], [0.01, -0.02, 0.00], [0.03, -0.02, 0.05], [-0.01, 0.01, -0.03], [-0.01, 0.02, 0.04], [0.02, -0.03, -0.03], [-0.01, 0.03, 0.00], [0.00, 0.00, 0.00], [0.01, 0.00, 0.00], [0.00, 0.00, 0.00], [0.00, 0.00, 0.00], [0.00, 0.00, 0.00], [0.00, 0.00, 0.00], [0.00, 0.00, 0.00], [0.00, 0.00, 0.00], [0.00, 0.00, 0.00], [0.00, -0.01, 0.01], [0.00, 0.00, 0.00], [0.00, 0.00, 0.00], [0.00, 0.00, 0.00], [0.00, 0.00, 0.00], [0.00, 0.01, -0.01], [0.00, 0.00, 0.01], [0.03, 0.01, 0.01], [-0.01, 0.01, -0.01], [-0.02, -0.04, -0.01], [-0.04, 0.01, 0.00], [0.00, 0.00, 0.00], [0.00, 0.00, 0.00], [-0.01, 0.00, 0.00], [0.00, 0.00, 0.00], [-0.01, 0.00, 0.00], [-0.01, 0.00, 0.01], [-0.01, 0.01, -0.02], [0.00, 0.00, 0.01], [-0.03, -0.01, 0.04], [0.02, 0.01, -0.02], [-0.01, 0.01, 0.00], [-0.02, -0.01, 0.01], [0.00, 0.00, 0.00], [0.01, 0.00, -0.01], [0.00, 0.00, 0.00], [0.03, 0.01, -0.01], [-0.01, 0.00, 0.01], [-0.01, -0.02, -0.02], [0.00, 0.04, 0.00], [0.02, 0.00, 0.00], [0.00, 0.01, 0.00]],
  "largest_force_ev_per_a": 0.056,
  "relative_energy_kcal_mol": 0.00,
  "e_homo_ev": [-2.9, -4.1],
  "total_charge": -1,
  "multiplicity": 3,
  "e_lumo_ha": [0.074, 0.074],
  "gap_ev": [5.0, 6.1]
}